(1)
20
Properties=species:S:1:pos:R:3:forces:R:3:lowdin_charge:R:1 method="wB97M-V/def2-TZVPD" homo_lumo_gap_ha=0.364 smiles=CC[C@@H](C)NCO charge=0 energy_ha=-328.229844
O 0.5046 -1.7939 -2.1098 -0.94 -0.93 -0.24 -0.08
N 0.0873 -1.0995 0.0969 -3.05 2.31 -0.68 -0.03
C 0.0760 0.8108 1.5744 -0.21 -0.79 2.98 -0.26
C 0.5303 1.2397 -0.7548 -4.06 0.42 -0.77 -0.07
C -0.3279 0.3591 0.1127 1.57 -0.47 3.09 -0.33
C -0.4056 2.1192 2.1521 -0.65 1.58 0.91 -0.16
C -0.4447 -1.8173 -1.0296 0.41 -0.82 0.38 -0.31
H -0.1242 3.0091 1.6059 -0.07 0.29 -0.49 0.05
H 1.0779 -1.1739 0.2313 0.35 -0.30 -0.34 0.11
H -0.5918 -2.8306 -0.5861 0.09 0.08 -1.07 0.11
H -0.0710 2.3790 3.2099 0.04 -0.94 -1.20 0.09
H -1.4937 2.0929 2.2679 -0.06 0.24 -0.34 0.07
H 1.4890 1.3277 -0.4865 3.95 -0.85 0.83 0.05
H 0.3483 1.1135 -1.7791 0.29 -0.61 -1.62 0.07
H 0.0007 -2.3257 -2.7511 0.92 0.25 -0.36 0.08
H 0.2537 2.2479 -0.5999 -0.95 1.42 0.28 0.06
H -0.3926 0.1735 2.3911 0.65 -0.40 -1.48 0.12
H 1.1723 0.8048 1.8716 -0.86 -0.54 -1.30 0.12
H -1.4244 -1.5057 -1.5314 0.96 0.29 1.67 0.14
H -1.4615 0.4655 0.0276 1.62 -0.25 -0.27 0.16

(2)
20
Properties=species:S:1:pos:R:3:forces:R:3:lowdin_charge:R:1 method="wB97M-V/def2-TZVPD" homo_lumo_gap_ha=0.315 smiles=CN1CCCC1.O charge=0 energy_ha=-328.268488
O -5.6808 1.6202 2.8749 -0.19 -0.46 -0.17 -0.06
N 1.2239 0.4943 -0.7687 0.21 -0.05 -0.11 -0.24
C -0.2822 -1.1576 -0.0740 -0.50 -0.90 -0.42 -0.18
C 1.7073 -0.7621 -1.3654 0.64 1.46 0.74 -0.18
C 0.9677 -1.8491 -0.6337 -0.50 -0.15 -0.34 -0.17
C 2.1419 1.5505 -0.4829 0.50 0.13 0.37 -0.11
C 0.1074 0.3009 0.1175 -1.21 -0.08 -0.07 -0.21
H 0.7066 -2.6630 -1.3052 0.00 -0.21 0.09 0.11
H -1.1059 -1.2646 -0.7782 0.06 0.26 -0.40 0.10
H -5.1542 0.8293 2.7127 0.25 0.16 0.09 0.03
H 1.5735 -2.2396 0.1663 0.27 -0.19 0.34 0.10
H 1.5354 -0.7004 -2.4316 -0.13 -0.42 -0.42 0.11
H -0.6816 -1.6962 0.7855 0.31 0.34 0.42 0.10
H -0.7199 0.9351 -0.2272 -0.07 0.06 0.21 0.11
H 2.7369 1.3926 0.4419 -0.32 0.08 0.05 0.08
H 1.6032 2.4970 -0.4115 0.06 0.04 0.17 0.08
H 2.9047 1.6863 -1.2500 -0.24 -0.17 -0.35 0.08
H 0.1873 0.5163 1.1949 0.89 0.14 -0.14 0.11
H -6.5619 1.3059 2.6385 -0.07 0.30 0.08 0.03
H 2.7906 -0.7958 -1.2040 0.02 -0.33 -0.13 0.11

(3)
20
Properties=species:S:1:pos:R:3:forces:R:3:lowdin_charge:R:1 method="wB97M-V/def2-TZVPD" homo_lumo_gap_ha="0.340 / 0.165" charge=+1 multiplicity=2 energy_ha=-327.949808
O 1.2059 2.1326 -1.7636 -0.15 1.05 -0.21 0.39
N 2.0247 0.0540 -2.0484 1.38 0.63 -0.96 0.25
C -1.9806 -1.9022 1.3476 -0.10 0.28 -0.11 -0.12
C -1.8868 -0.8481 0.2607 0.37 0.40 -0.62 -0.33
C 2.6016 1.2466 -0.0254 -0.84 0.91 0.22 0.09
C -1.7856 0.5934 0.7956 0.57 -0.79 -0.28 -0.12
C 1.9564 1.2296 -1.4096 0.25 -2.27 0.84 -0.41
H -2.4636 0.6281 1.6545 0.25 0.63 -0.15 0.08
H -1.0424 -1.1103 -0.4081 -0.15 0.24 0.26 0.09
H 2.8474 -0.4968 -1.8070 -0.32 -0.08 0.37 0.15
H 2.0351 0.4624 0.4697 -0.10 -0.13 0.27 0.12
H -0.7489 0.8216 1.0816 -0.24 -0.05 0.47 0.05
H 2.4063 2.1960 0.4853 0.30 -0.26 -0.14 0.12
H -1.0169 -2.0752 1.8072 0.31 -0.15 0.11 0.07
H -2.6525 -1.6080 2.1490 -0.22 0.07 0.01 0.07
H -2.3482 -2.8203 0.9160 0.00 -0.44 0.05 0.07
H 1.9659 0.0839 -3.0620 -0.77 -0.06 -0.11 0.16
H -2.7436 -0.8800 -0.4064 -0.34 -0.19 0.10 0.10
H -2.0221 1.3253 0.0237 -0.38 0.03 0.14 0.06
H 3.6479 0.9676 -0.0602 0.18 0.20 -0.26 0.12

(4)
20
Properties=species:S:1:pos:R:3:forces:R:3:lowdin_charge:R:1 method="wB97M-V/def2-TZVPD" homo_lumo_gap_ha="0.404 / 0.166" charge=+1 multiplicity=2 energy_ha=-327.853358
O -0.1616 1.4355 2.3285 -0.52 -2.78 0.16 -0.04
N -1.5632 -0.9039 0.9564 3.73 -1.04 -0.29 0.23
C 1.0485 0.9713 -1.7274 -1.79 -0.45 3.29 -0.11
C -0.2046 -1.6683 0.9212 -3.75 1.76 -2.23 -0.11
C 0.5294 0.4864 -0.3962 1.30 -1.71 1.27 -0.19
C 0.4889 -1.0843 -0.2949 4.48 -0.32 2.08 -0.17
C 0.2964 0.9283 -2.8025 -0.92 -0.37 -2.64 0.07
H 1.9607 1.4395 -1.5625 1.80 0.70 -0.89 0.10
H -0.4195 0.7767 -0.0491 -2.33 0.78 -0.49 0.08
H 0.2246 -1.4746 -1.2458 -0.52 -0.93 -0.48 0.10
H -0.7363 0.5522 -2.9294 0.60 0.00 0.95 0.09
H 1.6283 -1.3698 -0.0268 -2.20 0.41 -1.39 0.18
H -2.1984 -1.3493 1.5059 -2.55 -1.12 2.60 0.09
H 0.1068 -1.6526 1.9554 0.93 -0.08 -0.12 0.13
H 0.0512 1.0969 3.1968 0.79 1.58 1.71 0.05
H -0.4038 0.4835 2.1575 -0.36 1.44 -1.36 0.01
H 1.0108 0.7114 0.5743 1.00 0.85 -1.21 0.11
H 0.6421 1.1933 -3.8031 0.38 0.38 0.44 0.08
H -0.6058 -2.6657 0.6058 0.49 0.13 0.55 0.17
H -1.9770 -0.6991 0.0970 -0.55 0.77 -1.94 0.11

(5)
20
Properties=species:S:1:pos:R:3:forces:R:3:lowdin_charge:R:1 method="wB97M-V/def2-TZVPD" homo_lumo_gap_ha="0.378 / 0.235" charge=+1 multiplicity=2 energy_ha=-327.957711
O 0.7124 5.0340 -1.9163 -0.45 0.07 0.48 -0.05
N 0.6481 -0.0217 1.1095 -0.71 -2.21 -1.94 0.11
C 0.5334 -0.4368 -0.2429 -1.73 0.32 2.51 -0.21
C -1.6218 -1.9317 -0.3104 -0.27 0.78 0.05 -0.06
C -0.8717 -0.6705 -0.8323 0.68 -0.88 0.27 -0.14
C -0.0893 -0.5305 2.2903 -0.34 2.00 0.65 0.00
C 1.6973 -0.6620 -0.9192 -0.46 0.94 -0.37 0.22
H -0.7563 -0.6515 -1.9219 -0.16 0.00 0.26 0.12
H 0.6597 -0.5792 3.1085 -0.66 -0.53 -0.55 0.12
H 1.7100 -0.8541 -1.9746 -0.06 -0.41 -0.21 0.10
H 1.3684 4.4571 -2.2952 0.39 -0.24 -0.24 0.02
H 2.6101 -0.4942 -0.4189 1.07 0.02 0.35 0.08
H -0.8440 0.1937 2.6325 0.46 0.57 -0.09 0.11
H 0.5004 4.6498 -1.0545 0.07 0.19 -0.25 0.03
H -1.5290 0.1148 -0.4968 0.08 0.78 -0.26 0.12
H -0.7757 -1.3450 2.1557 0.84 -0.97 -0.42 0.07
H -1.0844 -2.8532 -0.2604 0.47 -0.65 -0.78 0.08
H -1.7776 -1.7244 0.7256 -0.69 0.05 0.63 0.03
H 1.5395 0.3419 1.3843 0.62 0.16 -0.13 0.14
H -2.6297 -2.0363 -0.7629 0.87 0.01 0.04 0.11

(6)
21
Properties=species:S:1:pos:R:3:forces:R:3:lowdin_charge:R:1 method="wB97M-V/def2-TZVPD" homo_lumo_gap_ha=0.380 charge=0 energy_ha=-403.390506
O -0.9651 1.9731 -0.0130 -0.13 -0.09 -0.03 -0.02
O -2.1791 0.3470 -1.1757 -0.02 0.18 0.13 -0.05
N 0.9439 -0.2529 0.2108 0.34 -0.09 0.13 0.04
C 2.9858 -0.6862 0.7533 -0.44 0.09 -0.17 -0.11
C -2.1241 1.1878 -0.0206 0.04 0.00 -0.10 -0.53
C -3.3215 2.1158 0.0537 0.09 -0.08 -0.03 -0.03
C 3.3362 -1.9718 0.3625 -0.78 -0.32 -0.28 -0.18
C 0.4027 -1.1663 -0.3295 0.79 -0.74 -0.05 -0.15
H -3.2979 2.6917 0.9786 0.01 -0.03 -0.02 0.08
H 2.7297 -0.4723 1.7818 -0.08 -0.03 -0.11 0.07
H -2.1239 0.4779 0.8146 0.01 0.04 -0.04 0.14
H 1.2410 -2.3164 -0.5514 -0.46 0.47 0.08 0.07
H -0.5638 -1.4198 -0.7398 -0.01 0.14 -0.03 0.08
H -0.1960 1.3855 0.0989 -0.10 0.01 0.00 0.04
H 3.3138 -2.7670 1.1008 0.21 0.09 0.06 0.07
H 4.0431 -2.1040 -0.4492 -0.10 -0.01 -0.03 0.07
H 2.1583 -2.4680 -0.3187 0.52 0.44 0.32 0.08
H -4.2455 1.5402 0.0073 0.03 0.01 0.02 0.08
H 3.3076 0.1651 0.1696 0.03 -0.05 0.05 0.07
H -2.1472 0.9243 -1.9498 0.01 -0.02 0.07 0.10
H -3.2979 2.8163 -0.7843 0.03 -0.02 0.01 0.08

(7)
21
Properties=species:S:1:pos:R:3:forces:R:3:lowdin_charge:R:1 method="wB97M-V/def2-TZVPD" homo_lumo_gap_ha=0.361 smiles="C=NC(=C)CC.O.O" charge=0 energy_ha=-403.482298
O -2.3854 2.6395 -0.5240 -0.05 0.11 -0.08 -0.06
O 3.1432 -1.5036 0.1373 -0.04 -0.13 0.60 -0.07
N 0.7008 1.1526 0.3799 0.38 -0.24 0.23 0.03
C -0.2517 -0.7067 -0.8470 -0.40 -0.38 -0.20 -0.20
C 0.8152 2.2399 -0.2359 -0.18 -0.03 -0.04 -0.01
C -0.9708 -0.1014 1.5054 -1.05 -0.37 0.17 0.05
C -0.3187 0.1707 0.3919 1.15 0.44 -0.62 -0.40
C -0.1965 -2.2011 -0.5421 0.68 0.24 0.82 -0.09
H -0.9883 0.5041 2.3984 0.35 0.13 -0.04 0.07
H -0.9990 -2.4996 0.1167 -0.44 -0.18 -0.09 0.06
H -1.0610 -0.5097 -1.5628 -0.13 0.20 0.40 0.12
H -3.0547 2.3407 0.0991 0.00 -0.04 0.00 0.04
H 0.6358 -0.4260 -1.3912 0.45 0.07 -0.16 0.10
H -0.1817 -2.8073 -1.4312 -0.21 -0.16 -0.41 0.07
H 3.2183 -1.7993 1.0659 -0.12 0.34 -0.73 0.05
H -1.5781 2.2049 -0.2347 -0.25 -0.13 0.17 -0.03
H 0.7251 -2.4342 0.0090 -0.14 0.11 -0.19 0.07
H -1.5993 -0.9778 1.5100 -0.20 -0.02 0.08 0.06
H 0.0500 2.7111 -0.8634 0.11 -0.04 -0.02 0.08
H 1.7662 2.7566 -0.1332 -0.06 0.16 -0.08 0.08
H 2.5306 -0.7535 0.1519 0.15 -0.08 0.19 0.01

(8)
21
Properties=species:S:1:pos:R:3:forces:R:3:lowdin_charge:R:1 method="wB97M-V/def2-TZVPD" homo_lumo_gap_ha=0.335 smiles="C=C/C(N)=C/C.O.O" charge=0 energy_ha=-403.479216
O -2.1633 1.4095 0.1811 0.78 0.18 -0.25 -0.08
O -3.7847 -0.6879 0.4087 -0.55 0.51 1.45 -0.06
N 1.0782 1.1347 -0.7169 0.55 -0.13 1.34 0.08
C 1.5392 -0.1228 1.4213 -0.54 0.98 0.37 -0.12
C 1.4976 -1.1992 -0.8015 0.14 -0.80 0.01 -0.13
C 1.3708 -0.1080 -0.0393 -0.05 -1.04 -1.35 -0.37
C 0.7269 0.6095 2.1845 -0.37 0.71 0.59 0.01
C 1.3119 -1.2411 -2.2875 0.50 0.87 -0.33 -0.11
H 2.1426 -0.6881 -2.7556 -0.06 -0.05 -0.09 0.08
H 0.4132 -0.7197 -2.6248 -0.11 -0.10 0.13 0.07
H 1.7060 1.2022 -1.5129 -0.30 -0.05 -0.23 0.08
H 0.9466 1.0333 3.1612 0.29 -1.06 0.33 0.06
H 1.8455 -2.1304 -0.3682 -0.24 0.08 0.35 0.10
H -0.2547 0.9662 1.8922 0.32 0.31 -0.81 0.04
H -3.9374 -0.3482 -0.4726 0.45 -0.65 -0.26 0.04
H 1.3445 -2.2292 -2.7381 -0.12 -0.15 0.30 0.07
H 1.4039 1.8561 -0.0760 -0.43 0.24 -0.16 0.09
H -2.1430 0.7884 0.9135 -0.52 -0.14 0.02 0.00
H -3.4380 -1.5694 0.5200 -0.05 -0.25 -0.97 0.04
H 2.3563 -0.6495 1.8985 0.38 0.18 -0.35 0.10
H -1.3626 1.1619 -0.3092 -0.06 0.35 -0.07 0.01

(9)
21
Properties=species:S:1:pos:R:3:forces:R:3:lowdin_charge:R:1 method="wB97M-V/def2-TZVPD" homo_lumo_gap_ha=0.336 smiles="C=C(N)CCCO.O" charge=0 energy_ha=-403.504971
O 0.7165 2.0132 2.2191 -0.20 0.56 0.02 -0.07
O -0.8098 2.0228 -1.5620 -0.57 -0.23 -0.87 -0.07
N -0.9566 -1.4715 0.9623 0.27 -0.31 -0.06 0.12
C -1.4024 0.7048 -1.4672 0.76 1.69 -0.66 -0.24
C 0.6628 -0.6728 -0.8402 0.56 0.06 -0.02 -0.14
C 0.3209 -1.1125 0.5933 -0.47 1.06 0.18 -0.41
C 1.3083 -0.9941 1.4920 0.66 -0.02 0.33 -0.04
C -0.3775 -0.3327 -1.9223 -0.81 -1.21 1.02 -0.17
H -1.7570 -1.2278 0.4248 -0.18 0.13 -0.34 0.07
H -2.2483 0.8049 -2.1536 0.03 -0.51 0.16 0.12
H 1.2011 -1.0025 2.5713 -0.34 -0.56 -0.06 0.06
H 2.3292 -0.8550 1.1556 -0.12 0.20 -0.11 0.06
H -0.8926 -1.2524 -2.2333 -0.01 0.15 -0.06 0.11
H 1.4839 2.2791 2.7410 -0.15 -0.32 -0.19 0.04
H -1.7550 0.6456 -0.4460 -0.24 -0.67 0.21 0.10
H -0.2530 2.1835 -0.8170 0.56 0.11 0.90 0.05
H -1.1375 -1.7101 1.9240 0.13 0.08 -0.11 0.10
H 0.1303 0.0819 -2.7889 0.05 -0.05 -0.06 0.11
H 1.2492 0.2420 -0.7279 0.05 -0.07 0.19 0.11
H 1.4060 -1.4160 -1.1578 -0.33 0.10 -0.47 0.12
H 0.7816 1.0694 2.0329 0.34 -0.20 0.02 -0.03

(10)
21
Properties=species:S:1:pos:R:3:forces:R:3:lowdin_charge:R:1 method="wB97M-V/def2-TZVPD" homo_lumo_gap_ha=0.324 charge=0 energy_ha=-403.457437
O 0.9763 -1.1998 1.8231 -2.41 -1.24 0.53 -0.12
O 1.1722 -1.4690 -0.4397 -0.22 -0.32 -0.42 -0.05
N -1.4414 -1.3294 0.9899 0.48 0.69 -0.37 0.11
C 0.9192 0.9864 0.3171 1.73 -1.93 0.49 -0.16
C 1.4599 -0.6989 0.7087 -1.19 3.50 -1.22 -0.51
C -1.7655 -0.1452 0.6012 -0.44 -1.39 0.30 -0.22
C -2.2493 0.2029 -0.7623 0.10 -0.04 -0.06 -0.05
C 1.4909 1.3376 -1.0463 -0.13 0.03 0.10 -0.14
H -0.0886 1.3867 0.4000 -0.25 -0.64 0.03 0.04
H 2.5450 1.0691 -1.1150 0.06 0.03 0.01 0.07
H -0.2711 -1.4387 1.6051 2.06 1.00 0.69 0.12
H -1.9383 1.2107 -1.0290 -0.02 0.07 0.01 0.08
H -1.7686 0.6193 1.3698 0.11 0.08 0.02 0.13
H 1.3893 2.4034 -1.2588 0.08 0.04 -0.06 0.06
H -1.8541 -0.4890 -1.5068 -0.02 -0.03 0.07 0.09
H 0.9741 0.7833 -1.8301 -0.03 -0.01 -0.05 0.06
H 1.1926 -2.3930 -0.1604 0.20 0.05 0.05 0.09
H -3.3404 0.1669 -0.7897 -0.02 0.04 0.04 0.09
H 2.5296 -0.4641 0.7510 0.11 -0.31 0.16 0.13
H -1.3906 -2.0222 0.2470 -0.32 0.16 -0.25 0.10
H 1.4588 1.4831 1.1251 0.12 0.21 -0.06 0.09

(11)
21
Properties=species:S:1:pos:R:3:forces:R:3:lowdin_charge:R:1 method="wB97M-V/def2-TZVPD" homo_lumo_gap_ha=0.388 smiles="CNC(=O)C(C)C.O" charge=0 energy_ha=-403.520710
O 1.3256 0.0821 -0.2751 -1.05 0.82 0.06 0.01
O 2.2422 -2.2034 0.2078 0.47 0.07 -0.74 -0.09
N -0.5281 -0.4465 -1.4309 1.41 -0.01 0.56 0.03
C -0.6744 2.3174 0.4003 -0.53 0.34 -1.54 -0.06
C -0.0068 0.6642 2.0458 -2.08 -1.16 0.29 -0.05
C -0.7304 0.8219 0.6758 -0.39 -0.60 1.83 -0.32
C 0.0938 0.0801 -0.2889 0.61 -0.21 -3.04 -0.46
C -1.8468 -0.9985 -1.5437 -0.77 -1.14 0.73 -0.10
H -0.4429 -0.2221 2.5229 0.54 -0.13 0.14 0.08
H -2.4107 -0.6233 -2.4053 0.17 -0.17 0.25 0.09
H -1.9657 -2.1096 -1.4159 0.90 0.52 -1.10 0.10
H -1.7828 0.3413 0.6657 1.63 1.32 0.33 0.15
H 0.2021 -0.6901 -2.1093 -0.72 -0.20 0.33 0.15
H 0.2834 2.7185 0.6722 0.27 0.21 1.24 0.08
H -2.3734 -0.8114 -0.6249 -0.52 1.04 0.15 0.05
H -1.5580 2.8503 0.7726 0.56 -0.06 0.29 0.09
H 1.0614 0.5824 1.9683 0.31 0.04 -0.23 0.08
H 1.3733 -2.1192 0.6029 0.00 -0.02 0.11 0.01
H 2.2843 -1.4030 -0.3744 -0.08 -0.94 0.89 0.02
H -0.2895 1.4713 2.6928 0.02 0.57 0.31 0.07
H -0.5745 2.5772 -0.6428 -0.76 -0.31 -0.88 0.08

(12)
21
Properties=species:S:1:pos:R:3:forces:R:3:lowdin_charge:R:1 method="wB97M-V/def2-TZVPD" homo_lumo_gap_ha=0.379 smiles="CCNC(=O)CC.O" charge=0 energy_ha=-403.488317
O -1.2911 -1.3760 -1.2486 0.10 -0.02 1.54 0.03
O 2.2184 2.7367 -0.9981 -0.90 1.41 -1.03 -0.05
N -1.5184 -0.9522 0.9813 -1.01 0.98 0.02 0.04
C 0.7206 -1.0012 -0.1005 -0.56 -0.92 -3.10 -0.20
C -1.1245 0.1657 1.8781 -0.83 0.32 1.75 -0.22
C 1.3850 -0.9273 -1.4982 0.89 1.40 -2.11 -0.09
C -0.7698 -1.1234 -0.1552 -1.02 -0.93 -2.27 -0.49
C -0.4955 1.4310 1.2123 -0.42 -2.37 -0.66 -0.09
H 0.1461 1.0901 0.4076 -0.04 0.65 -0.04 0.03
H -1.2516 2.0344 0.7810 -0.74 0.78 -0.25 0.07
H -2.5545 -1.0517 0.8210 1.75 0.25 -0.02 0.16
H -0.4304 -0.2717 2.6734 -0.94 0.82 -0.88 0.12
H 0.0974 1.9443 1.9099 0.62 0.89 1.01 0.06
H 1.3473 2.9758 -0.6337 0.78 -0.55 0.07 0.04
H 0.5836 -0.7605 -2.4004 2.17 -0.34 2.42 0.12
H 0.9948 -0.3127 0.5789 1.13 2.64 1.79 0.04
H 1.2573 -1.8028 0.2492 0.17 -2.75 1.52 0.09
H 2.2185 -0.0564 -1.5069 -2.00 -1.96 -0.23 0.09
H 2.6484 2.0732 -0.4938 0.13 -0.83 0.98 0.00
H 1.9559 -1.9143 -1.6835 -1.03 1.65 0.03 0.08
H -2.0969 0.5636 2.3823 1.75 -1.11 -0.54 0.14